(1)
Entry from the Open Molecules 2025 dataset: a structure of composition C20H34ClO3PPt (the ωB97M-V functional and the def2-TZVPD basis).

Structure (XYZ):
```
60
C20H34ClO3PPt (the ωB97M-V functional and the def2-TZVPD basis)
C 6.395 0.431 -0.906
C 6.764 -0.881 -1.609
C 6.886 1.626 -1.733
C 7.007 0.466 0.499
Cl 4.556 0.539 -0.746
H 7.979 1.589 -1.821
H 6.610 2.573 -1.258
H 6.460 1.605 -2.742
H 7.855 -0.948 -1.710
H 6.324 -0.929 -2.611
H 6.419 -1.747 -1.034
H 8.102 0.425 0.425
H 6.670 -0.390 1.093
H 6.732 1.386 1.025
C -1.159 0.067 -2.268
C -0.553 1.331 -2.353
C 0.884 1.175 -2.306
H -1.064 2.270 -2.547
C 1.141 -0.315 -2.169
C -0.176 -0.933 -2.168
H -0.348 -2.004 -2.223
H -2.231 -0.125 -2.359
H 1.646 1.874 -2.643
H 2.077 -0.772 -2.489
C 0.454 0.914 1.650
C -0.321 1.675 0.707
C 0.511 2.715 0.166
H -1.363 1.472 0.470
C 1.809 2.606 0.764
C 1.783 1.492 1.693
H 2.591 1.199 2.357
H 0.076 0.071 2.224
H 0.199 3.480 -0.545
H 2.646 3.268 0.591
Pt 1.481 0.602 -0.359
C -4.728 2.073 2.025
C -3.913 0.977 2.665
O -3.183 0.287 1.618
P -3.026 -1.365 1.661
O -4.594 -1.822 1.613
C -5.519 -1.363 0.589
C -6.902 -1.296 1.176
O -2.481 -1.639 0.136
C -2.584 -2.971 -0.471
C -1.890 -4.044 0.331
H -4.137 2.650 1.304
H -5.103 2.755 2.796
H -5.598 1.653 1.507
H -3.178 1.376 3.376
H -4.570 0.279 3.212
H -5.207 -0.383 0.204
H -5.480 -2.085 -0.235
H -6.962 -0.583 2.003
H -7.596 -0.967 0.399
H -7.230 -2.277 1.525
H -3.650 -3.212 -0.598
H -2.143 -2.866 -1.467
H -2.461 -4.282 1.236
H -1.835 -4.952 -0.276
H -0.873 -3.750 0.606
```

Summary:
* charge: +2
* expectation value of S²: 6.040
* spin multiplicity: 5
* calculated total energy: -52472.357 eV
* gap between HOMO and LUMO (spin up / spin down): 8.3 / 4.1 eV
* E_HOMO (spin up / spin down): -13.639 / -14.561 eV
* E_LUMO (spin up / spin down): -5.303 / -10.488 eV

Per-atom natural (NBO) charges, elementary charge units:
1 C 0.08
2 C -0.64
3 C -0.64
4 C -0.64
5 Cl -0.18
6 H 0.24
7 H 0.22
8 H 0.22
9 H 0.24
10 H 0.22
11 H 0.22
12 H 0.24
13 H 0.22
14 H 0.22
15 C -0.32
16 C -0.12
17 C -0.29
18 H 0.24
19 C -0.46
20 C -0.08
21 H 0.22
22 H 0.24
23 H 0.27
24 H 0.28
25 C -0.26
26 C -0.26
27 C -0.21
28 H 0.26
29 C -0.23
30 C -0.31
31 H 0.28
32 H 0.25
33 H 0.27
34 H 0.28
35 Pt 0.92
36 C -0.64
37 C -0.09
38 O -0.72
39 P 2.04
40 O -0.81
41 C -0.07
42 C -0.64
43 O -0.73
44 C -0.07
45 C -0.65
46 H 0.23
47 H 0.26
48 H 0.22
49 H 0.21
50 H 0.21
51 H 0.19
52 H 0.20
53 H 0.22
54 H 0.25
55 H 0.24
56 H 0.21
57 H 0.22
58 H 0.23
59 H 0.27
60 H 0.23

---

(2)
Entry from the Open Molecules 2025 dataset: an isolated molecule of C19H30N2O3 (the ωB97M-V functional and the def2-TZVPD basis).

Structure (XYZ):
```
54
C19H30N2O3 (the ωB97M-V functional and the def2-TZVPD basis)
C 6.711 -0.615 -0.917
H 6.916 -1.667 -0.731
H 6.139 -0.537 -1.839
H 7.659 -0.098 -1.051
C 5.947 -0.024 0.271
C 4.629 -0.782 0.423
O 4.516 -1.699 1.215
N 3.605 -0.437 -0.397
C 3.531 0.672 -1.316
H 4.507 1.130 -1.462
C 2.530 1.715 -0.807
C 1.152 1.077 -0.630
C 1.278 -0.137 0.293
C 2.327 -1.108 -0.245
H 2.472 -1.941 0.445
H 2.014 -1.498 -1.220
H 0.320 -0.651 0.381
H 1.577 0.195 1.290
C 0.161 2.103 -0.065
N -1.200 1.676 0.117
C -1.782 0.823 -0.630
C -3.158 0.445 -0.404
C -3.865 0.973 0.647
O -3.340 1.849 1.473
H -2.385 2.014 1.163
C -5.283 0.591 0.928
H -5.929 1.344 0.465
C -5.635 -0.796 0.377
C -4.899 -1.881 1.165
H -5.196 -1.859 2.212
H -3.823 -1.741 1.110
H -5.135 -2.864 0.764
C -7.143 -1.022 0.493
H -7.457 -0.968 1.533
H -7.694 -0.272 -0.071
H -7.410 -2.002 0.107
C -5.216 -0.839 -1.095
C -3.749 -0.532 -1.317
O -3.121 -1.051 -2.219
H -5.783 -0.090 -1.659
H -5.433 -1.813 -1.536
H -5.449 0.644 2.006
H -1.310 0.321 -1.476
H 0.505 2.434 0.922
H 0.146 2.987 -0.715
H 0.804 0.742 -1.613
H 2.478 2.544 -1.515
H 2.878 2.105 0.153
H 3.189 0.289 -2.287
C 6.763 -0.168 1.553
H 6.898 -1.220 1.788
H 7.738 0.300 1.436
H 6.246 0.300 2.387
H 5.757 1.040 0.101
```

Summary:
* spin multiplicity: 1
* calculated total energy: -29313.884 eV
* gap between HOMO and LUMO: 9.5 eV
* E_HOMO: -8.879 eV
* SMILES string: CC(C)C(=O)N1CCC(C/N=C/C2=C(O)CC(C)(C)CC2=O)CC1
* E_LUMO: 0.596 eV
* relative energy (zero: lowest compared OMol25 entry of this formula, charge and spin): 24.5 kJ/mol

Per-atom natural (NBO) charges, elementary charge units:
1 C -0.60
2 H 0.22
3 H 0.21
4 H 0.21
5 C -0.31
6 C 0.70
7 O -0.64
8 N -0.45
9 C -0.21
10 H 0.21
11 C -0.39
12 C -0.24
13 C -0.41
14 C -0.22
15 H 0.25
16 H 0.19
17 H 0.22
18 H 0.21
19 C -0.22
20 N -0.51
21 C 0.16
22 C -0.41
23 C 0.53
24 O -0.65
25 H 0.51
26 C -0.47
27 H 0.23
28 C -0.03
29 C -0.62
30 H 0.21
31 H 0.22
32 H 0.21
33 C -0.60
34 H 0.21
35 H 0.21
36 H 0.21
37 C -0.50
38 C 0.59
39 O -0.58
40 H 0.23
41 H 0.23
42 H 0.23
43 H 0.19
44 H 0.20
45 H 0.20
46 H 0.20
47 H 0.21
48 H 0.20
49 H 0.19
50 C -0.59
51 H 0.23
52 H 0.20
53 H 0.21
54 H 0.20

---

(3)
Entry from the Open Molecules 2025 dataset: a structure of composition C17H22ClN4O8Pd (the ωB97M-V functional and the def2-TZVPD basis).

Structure (XYZ):
```
53
C17H22ClN4O8Pd (the ωB97M-V functional and the def2-TZVPD basis)
Pd 0.454 -0.399 1.642
N -0.690 -2.455 1.532
C -0.033 -3.585 0.855
C 1.462 -3.579 1.139
C 2.167 -2.573 0.234
O 2.695 -3.005 -0.799
O 2.107 -1.334 0.580
H -0.763 -2.616 2.527
H -1.609 -2.275 1.162
H -0.202 -3.493 -0.217
H -0.466 -4.532 1.175
H 1.883 -4.558 0.931
H 1.627 -3.321 2.187
C -1.644 0.588 -4.971
C -0.532 -0.341 -4.554
C -0.306 -1.544 -5.206
C 0.730 -2.376 -4.804
Cl 0.985 -3.887 -5.654
C 1.551 -2.028 -3.752
C 1.328 -0.829 -3.081
C 0.293 0.006 -3.479
O 0.001 1.213 -2.914
C 0.804 1.675 -1.845
C 0.524 1.031 -0.498
O -0.388 0.162 -0.394
O 1.249 1.416 0.457
H -2.163 0.198 -5.847
H -1.252 1.580 -5.206
H -2.366 0.718 -4.160
H -0.941 -1.834 -6.036
H 2.361 -2.667 -3.422
H 1.978 -0.590 -2.244
H 0.583 2.732 -1.736
H 1.868 1.563 -2.063
O 1.287 -0.542 5.828
N 0.945 -0.693 4.649
O 1.593 -0.052 3.715
O 0.031 -1.501 4.327
C 0.387 4.614 3.707
C -0.423 3.498 3.131
C -1.666 3.471 2.533
C -1.881 2.124 2.172
N -0.839 1.389 2.510
N 0.022 2.235 3.102
C -3.055 1.502 1.491
H -0.183 5.542 3.681
H 1.306 4.756 3.133
H 0.666 4.406 4.742
H -2.337 4.308 2.382
H 0.906 1.868 3.411
H -3.717 2.269 1.093
H -3.623 0.879 2.187
H -2.712 0.869 0.669
```

Summary:
* charge: -1
* expectation value of S²: 2.004
* spin multiplicity: 3
* calculated total energy: -56328.594 eV
* gap between HOMO and LUMO (spin up / spin down): 8.3 / 8.3 eV
* E_HOMO (spin up / spin down): -5.608 / -5.747 eV
* E_LUMO (spin up / spin down): 2.695 / 2.563 eV
* relative energy (zero: lowest compared OMol25 entry of this formula, charge and spin): 0.0 kJ/mol

Per-atom natural (NBO) charges, elementary charge units:
1 Pd 1.30
2 N -0.85
3 C -0.21
4 C -0.53
5 C 0.78
6 O -0.71
7 O -0.79
8 H 0.40
9 H 0.38
10 H 0.21
11 H 0.17
12 H 0.22
13 H 0.22
14 C -0.62
15 C -0.08
16 C -0.23
17 C -0.05
18 Cl -0.04
19 C -0.22
20 C -0.29
21 C 0.38
22 O -0.51
23 C -0.18
24 C 0.75
25 O -0.73
26 O -0.72
27 H 0.20
28 H 0.22
29 H 0.22
30 H 0.21
31 H 0.25
32 H 0.25
33 H 0.21
34 H 0.20
35 O -0.46
36 N 0.71
37 O -0.60
38 O -0.53
39 C -0.64
40 C 0.17
41 C -0.36
42 C 0.16
43 N -0.32
44 N -0.32
45 C -0.65
46 H 0.22
47 H 0.23
48 H 0.23
49 H 0.22
50 H 0.44
51 H 0.21
52 H 0.22
53 H 0.25

---

Question: Among the records above, which one has the highest calculated total energy?
Answer: C19H30N2O3

---

Question: What is the formula in the second record?
Answer: C19H30N2O3

---

Question: Among the records above, which one has the highest calculated total energy?
Answer: C19H30N2O3